Entry 1:
ORCA calculation (wB97M-V/def2-TZVPD) on 6 unconnected molecules or ions with the total composition C25H52O9S2.

Structure (XYZ):
```
88
Properties=species:S:1:pos:R:3:forces:R:3
C 2.548 -1.092 2.597 0.19 -0.07 0.06
O 1.464 -0.333 2.107 -0.03 0.03 -0.07
C 0.362 -1.142 1.762 -0.06 0.04 -0.07
C -0.759 -0.202 1.349 0.01 -0.10 -0.09
S -1.318 0.932 2.677 0.03 -0.10 0.01
O -1.917 -0.839 0.835 -0.11 0.05 0.23
C -2.201 -2.188 1.071 0.12 -0.19 -0.41
S -2.970 -2.680 2.627 0.03 0.37 -0.18
C -4.491 -1.799 2.541 -0.20 -0.11 0.23
O -3.234 -4.089 2.453 0.05 0.08 0.07
O -2.219 -2.207 3.760 0.10 -0.14 0.01
H 2.853 -1.860 1.873 -0.03 0.02 0.05
H 2.300 -1.586 3.544 -0.05 0.05 -0.05
H 3.384 -0.409 2.744 -0.04 -0.03 -0.02
H 0.064 -1.774 2.604 -0.08 0.01 0.09
H 0.615 -1.783 0.901 -0.04 0.01 0.07
H -0.388 0.421 0.533 -0.01 -0.04 0.03
H -0.087 1.377 2.961 0.02 0.02 0.02
H -1.356 -2.863 0.919 0.01 0.09 0.13
H -2.969 -2.446 0.338 0.08 -0.05 -0.02
H -4.977 -2.084 1.611 -0.07 0.08 0.03
H -4.293 -0.728 2.567 0.05 -0.05 0.01
H -5.074 -2.107 3.410 0.02 0.06 -0.06
C 3.673 0.943 -1.469 0.03 0.03 0.00
C 4.971 1.748 -1.426 -0.03 0.03 0.01
C 5.332 1.654 0.051 0.01 -0.02 -0.03
O 4.853 0.383 0.497 0.06 0.01 0.04
C 3.979 -0.176 -0.485 -0.08 -0.05 0.00
H 3.418 0.570 -2.461 0.02 0.01 -0.01
H 2.841 1.550 -1.105 0.00 -0.01 0.01
H 5.738 1.269 -2.038 0.00 -0.01 0.01
H 4.859 2.778 -1.762 0.00 0.00 0.00
H 4.839 2.445 0.628 0.00 0.01 -0.02
H 6.405 1.707 0.238 0.00 0.00 0.00
H 4.482 -1.013 -0.981 0.01 0.01 0.00
H 3.089 -0.551 0.020 -0.02 0.00 -0.02
C -1.217 -4.584 -2.962 0.00 0.00 0.00
C -0.203 -3.603 -3.549 -0.01 0.01 0.00
C -0.184 -2.513 -2.486 -0.01 0.00 -0.01
O -0.439 -3.170 -1.243 0.08 0.01 0.05
C -0.892 -4.507 -1.477 -0.03 -0.01 -0.02
H -1.126 -5.595 -3.357 0.01 0.01 0.00
H -2.235 -4.233 -3.147 0.00 0.01 0.01
H 0.778 -4.075 -3.628 0.00 0.00 0.01
H -0.481 -3.223 -4.531 -0.01 0.00 0.00
H -0.968 -1.769 -2.664 0.00 0.00 0.00
H 0.774 -1.995 -2.414 0.01 0.01 0.00
H -0.096 -5.208 -1.205 0.00 0.00 -0.01
H -1.754 -4.701 -0.835 0.01 0.00 0.01
C 5.862 1.442 3.795 -0.02 0.02 -0.01
C 6.748 0.214 3.985 0.00 -0.01 0.01
C 8.136 0.818 3.813 -0.01 -0.01 0.00
O 8.053 2.159 4.297 0.02 0.01 0.00
C 6.684 2.525 4.482 0.00 -0.02 -0.01
H 4.866 1.335 4.224 0.00 0.00 0.00
H 5.755 1.660 2.732 -0.03 -0.01 0.02
H 6.630 -0.190 4.993 0.00 0.01 0.00
H 6.543 -0.579 3.267 0.00 0.01 -0.01
H 8.430 0.834 2.757 -0.01 0.00 0.00
H 8.908 0.292 4.377 0.00 0.00 0.00
H 6.465 2.570 5.554 0.00 0.00 0.00
H 6.530 3.518 4.057 0.00 0.00 0.00
C -6.938 0.571 -0.452 0.01 0.01 -0.01
C -5.739 1.135 -1.214 -0.02 -0.02 0.01
C -4.617 0.227 -0.735 0.02 0.09 0.01
O -5.223 -1.048 -0.478 0.04 -0.12 -0.04
C -6.646 -0.924 -0.482 0.02 0.05 0.01
H -7.899 0.818 -0.901 0.00 0.00 0.00
H -6.937 0.937 0.577 0.00 0.00 0.00
H -5.883 1.020 -2.291 -0.03 -0.02 0.00
H -5.530 2.182 -1.010 -0.01 0.00 0.01
H -4.165 0.603 0.189 0.00 -0.01 -0.03
H -3.824 0.098 -1.471 0.01 0.00 0.02
H -7.045 -1.390 -1.389 0.00 0.01 0.00
H -7.048 -1.458 0.382 -0.01 -0.01 -0.01
C -3.251 4.093 -4.439 0.00 -0.01 0.00
C -1.855 4.052 -3.821 0.00 0.01 0.00
C -2.170 3.660 -2.383 0.01 -0.01 -0.01
O -3.335 2.833 -2.445 -0.01 -0.03 0.02
C -3.925 2.918 -3.742 0.00 0.03 -0.01
H -3.253 3.993 -5.523 0.01 0.00 0.00
H -3.753 5.027 -4.179 0.00 0.00 0.00
H -1.250 3.281 -4.302 0.00 -0.01 0.00
H -1.320 4.999 -3.888 -0.01 0.00 0.00
H -2.387 4.541 -1.770 0.00 0.00 0.00
H -1.370 3.095 -1.904 0.00 0.00 0.01
H -3.746 1.981 -4.282 0.00 0.00 0.00
H -5.003 3.047 -3.627 0.00 0.00 0.00
```
Positions in Å, forces in eV/Å.

Properties
Structure (SMILES) = COC[C@H](S)OCS(C)(=O)=O.C1CCOC1.C1CCOC1.C1CCOC1.C1CCOC1.C1CCOC1
Gap between HOMO and LUMO = 0.337 Eh
Relative energy (zero: lowest compared OMol25 entry of this formula, charge and spin) = 135.4 kJ/mol
Charge = 0
HOMO energy = -0.324 hartree
Max |F| = 0.47 eV Å⁻¹
E = -66862.69603 eV
2S+1 = 1

***

Entry 2:
ORCA calculation (wB97M-V/def2-TZVPD) on a molecular structure, C5H20FeN10O9S at a distorted geometry.

Structure (XYZ):
```
46
Properties=species:S:1:pos:R:3:forces:R:3
Fe 9.041 18.234 17.809 0.06 0.86 0.14
S 8.353 15.443 15.895 0.21 1.98 1.58
O 8.318 14.171 16.545 0.33 -0.42 0.15
O 7.086 15.851 15.328 -0.38 -0.01 -0.60
O 8.798 16.527 16.870 -0.20 -1.30 -0.51
O 9.324 15.445 14.773 0.22 -0.25 -0.66
C 11.794 18.799 16.252 0.15 0.09 1.80
O 10.622 18.970 16.701 -0.69 -0.52 -0.53
N 12.076 18.512 14.990 -0.41 -0.07 -0.79
N 12.816 18.933 17.121 0.32 0.25 -0.63
H 11.299 18.290 14.384 0.07 0.03 -0.02
H 13.003 18.201 14.725 -0.12 -0.03 0.12
H 13.757 18.739 16.792 0.04 -0.18 0.20
H 12.635 18.746 18.100 -0.10 0.03 0.16
C 9.728 20.784 19.493 -0.93 -1.15 -1.44
O 9.070 19.962 18.787 -0.08 -0.44 0.30
N 10.820 21.335 18.976 1.04 0.99 0.71
N 9.283 21.176 20.683 0.86 0.61 0.59
H 11.375 21.952 19.550 -0.04 -0.02 -0.07
H 11.170 21.188 18.045 -0.46 -0.52 -0.12
H 8.618 20.650 21.237 -0.20 -0.30 -0.41
H 9.927 21.753 21.209 -0.27 0.05 0.18
C 6.603 19.436 16.152 -0.81 -0.16 1.96
O 7.796 19.143 16.410 0.26 0.56 -0.23
N 5.729 18.463 15.837 0.74 0.36 -0.38
N 6.014 20.644 16.382 0.92 0.08 -0.18
H 6.186 17.634 15.482 -0.61 -0.32 -0.16
H 4.813 18.782 15.577 -0.17 -0.64 -0.33
H 6.480 21.331 16.957 0.36 -0.16 -0.02
H 5.015 20.658 16.495 -0.18 -0.05 -0.08
C 11.183 16.235 19.098 0.89 -0.36 0.55
O 10.474 17.276 18.975 -0.26 0.12 0.11
N 12.338 16.233 19.791 -0.10 1.16 0.42
N 10.844 15.041 18.605 -0.81 0.92 -0.13
H 12.662 17.101 20.191 -0.05 0.16 -0.19
H 13.058 15.538 19.680 -0.14 -0.31 -0.21
H 9.976 15.111 18.108 -0.09 -0.82 -0.60
H 11.557 14.351 18.448 -0.21 -0.24 -0.17
C 6.382 17.144 19.331 -0.42 -0.73 0.24
O 7.281 17.964 19.057 0.54 0.05 -0.24
N 6.010 16.145 18.500 0.35 0.47 0.04
N 5.668 17.165 20.487 0.75 0.45 -0.67
H 6.497 16.047 17.631 -0.07 -0.15 -0.11
H 5.417 15.415 18.846 -0.06 -0.19 -0.26
H 5.963 17.776 21.234 -0.03 -0.01 0.05
H 5.077 16.372 20.650 -0.22 0.10 0.46
```
Positions in Å, forces in eV/Å.

Properties
Gap between HOMO and LUMO (spin up / spin down) = 0.089 / 0.232 Eh
Relative energy (zero: lowest compared OMol25 entry of this formula, charge and spin) = 0.0 kJ/mol
Charge = 0
⟨S²⟩ = 20.018
HOMO energy (spin up / spin down) = -0.077 / -0.390 hartree
Max |F| = 2.54 eV Å⁻¹
E = -84058.93459 eV
2S+1 = 9

***

Entry 3:
ORCA calculation (wB97M-V/def2-TZVPD) on C5H8N2S in the gas phase at a distorted geometry.

Structure (XYZ):
```
16
Properties=species:S:1:pos:R:3:forces:R:3
H 0.911 -1.170 0.189 0.01 0.22 -0.49
N 0.738 -1.201 1.175 -1.56 0.95 2.24
C -0.164 -0.325 1.540 1.02 -0.59 -2.18
N -0.684 -0.052 2.748 0.43 -2.19 2.39
C -0.782 0.579 0.507 -2.34 -0.39 1.11
S -2.366 1.011 0.670 0.88 -0.07 -0.59
C 0.050 1.041 -0.567 3.45 -1.30 -2.49
C 0.094 0.118 -1.886 -0.97 0.88 1.70
C 1.110 -0.605 -2.301 2.49 0.39 2.29
H -0.575 -0.828 3.464 -0.25 1.60 -1.22
H -1.583 0.440 2.713 0.56 -0.47 0.19
H 1.124 1.026 -0.233 -0.89 0.07 -0.12
H -0.170 2.054 -0.762 -0.52 1.04 -0.71
H -0.847 -0.046 -2.402 -0.16 0.30 0.15
H 2.158 -0.698 -1.850 -1.63 0.74 -0.30
H 0.987 -1.345 -3.005 -0.52 -1.19 -1.97
```
Positions in Å, forces in eV/Å.

Properties
Structure (SMILES) = [H]/N=C(/N)C(=S)CC=C
Gap between HOMO and LUMO = 0.297 Eh
Relative energy (zero: lowest compared OMol25 entry of this formula, charge and spin) = 211.8 kJ/mol
Charge = 0
HOMO energy = -0.332 hartree
Max |F| = 4.45 eV Å⁻¹
E = -19128.22605 eV
2S+1 = 1

***

Entry 4:
ORCA calculation (wB97M-V/def2-TZVPD) on 9 unconnected molecules or ions with the total composition C28H37N9 at a distorted geometry.

Structure (XYZ):
```
74
Properties=species:S:1:pos:R:3:forces:R:3
C -6.909 6.673 -9.777 -1.00 -0.17 -0.10
C -8.224 6.354 -10.459 7.24 1.93 4.10
N -9.154 6.101 -10.992 -5.86 -1.57 -3.32
H -6.709 5.989 -8.952 -0.10 -0.51 -0.31
H -6.926 7.630 -9.256 -0.30 0.28 -0.45
H -6.099 6.657 -10.505 -0.08 -0.07 0.01
C -12.381 3.557 -8.656 -0.74 -1.21 -0.88
C -13.288 2.425 -9.106 -1.86 -2.32 -0.84
N -14.026 1.582 -9.509 2.90 3.23 1.56
H -11.471 3.220 -8.160 -0.28 -0.31 0.15
H -12.960 4.239 -8.033 0.09 0.10 -0.19
H -12.046 4.003 -9.592 -0.10 0.50 0.16
C -10.883 3.379 -12.832 1.68 -0.63 0.85
C -11.821 4.309 -13.348 -0.90 -0.12 -0.65
N -12.667 4.937 -13.798 -0.14 0.61 -0.17
H -10.704 2.494 -13.443 -0.54 0.11 -0.22
H -11.167 3.066 -11.828 -0.12 -0.02 0.02
H -9.899 3.837 -12.732 0.00 0.27 0.13
C -12.836 4.258 -17.298 -1.30 0.17 0.11
C -14.317 4.298 -17.179 -1.71 0.61 0.53
N -15.483 4.329 -17.096 2.37 -0.12 -0.25
H -12.717 3.365 -17.913 0.92 0.23 0.11
H -12.371 4.221 -16.313 -0.15 -0.56 -0.05
H -12.454 5.184 -17.729 -0.13 -0.16 -0.44
N -13.289 7.806 -15.281 -0.44 -0.51 -0.57
C -14.166 8.259 -16.218 -0.14 1.60 -0.35
C -14.136 9.674 -16.158 -0.58 -1.18 -0.06
C -13.299 10.004 -15.091 1.84 -0.11 0.18
C -12.699 8.841 -14.653 -0.13 0.41 1.07
H -13.278 6.844 -14.974 0.42 -0.10 0.03
H -14.694 7.554 -16.842 -0.08 0.19 0.05
H -14.586 10.463 -16.742 -0.44 -0.56 -0.28
H -12.975 10.982 -14.766 -0.18 0.06 -0.12
H -11.914 8.673 -13.930 -0.22 0.03 0.13
N -12.020 0.262 -14.453 -0.20 1.23 -1.45
C -13.317 0.371 -14.861 -1.27 -0.31 0.10
C -13.411 0.808 -16.184 0.59 -0.46 1.84
C -12.077 1.084 -16.520 0.66 -0.37 -1.30
C -11.242 0.754 -15.484 0.07 -0.18 0.55
H -11.692 0.025 -13.528 -0.14 0.09 0.05
H -14.110 0.206 -14.147 0.01 -0.31 -0.09
H -14.283 0.877 -16.817 0.02 0.15 0.29
H -11.775 1.315 -17.531 0.32 0.31 0.15
H -10.180 0.892 -15.344 -0.04 -0.22 -0.21
N -10.607 -2.044 -12.636 1.14 1.20 0.95
C -9.878 -0.896 -12.183 -2.73 -0.24 0.62
C -10.807 -0.145 -11.386 1.50 -1.17 -1.44
C -12.016 -0.848 -11.311 0.56 -1.99 -2.07
C -11.856 -2.054 -12.118 -1.11 2.97 2.27
H -10.213 -2.796 -13.182 -0.02 0.24 0.11
H -8.843 -0.729 -12.442 -0.21 -0.08 -0.07
H -10.695 0.855 -10.992 0.49 -0.17 0.14
H -12.904 -0.411 -10.878 -0.14 -0.49 0.11
H -12.658 -2.767 -12.239 0.54 -0.32 -0.48
N -9.560 7.236 -18.230 1.32 -1.93 0.47
C -10.227 7.532 -17.064 -0.27 -1.19 0.20
C -10.113 6.391 -16.241 -0.36 1.66 0.50
C -9.273 5.466 -16.837 0.14 -0.17 -1.83
C -8.953 5.978 -18.083 0.13 0.60 0.27
H -9.428 7.711 -19.111 -0.37 0.51 0.63
H -10.737 8.475 -16.941 -0.14 -0.21 0.09
H -10.468 6.196 -15.240 -0.40 0.65 -0.03
H -9.040 4.480 -16.465 0.25 0.18 0.04
H -8.158 5.674 -18.748 -0.38 -0.12 -0.32
N -15.626 4.511 -9.939 0.11 0.23 0.97
C -15.877 4.924 -8.650 0.28 1.87 -0.30
C -15.211 6.177 -8.466 0.12 -1.54 -1.87
C -14.449 6.416 -9.678 -1.26 -1.92 -0.24
C -14.753 5.340 -10.561 0.13 1.37 0.68
H -16.044 3.707 -10.385 0.27 0.05 0.29
H -16.585 4.357 -8.064 0.14 0.25 0.17
H -15.266 6.943 -7.707 -0.10 -0.59 0.43
H -13.781 7.248 -9.842 -0.11 -0.13 -0.19
H -14.544 5.091 -11.591 0.51 0.44 0.05
```
Positions in Å, forces in eV/Å.

Properties
Gap between HOMO and LUMO (spin up / spin down) = 0.073 / 0.306 Eh
Charge = -1
⟨S²⟩ = 0.750
HOMO energy (spin up / spin down) = 0.020 / -0.216 hartree
Max |F| = 8.53 eV Å⁻¹
E = -43042.43037 eV
2S+1 = 2